[1]
C14H10O4 | ωB97M-V/def2-TZVPD

Total energy ... -22865.4892 eV
HOMO-LUMO gap (alpha / beta) ... 6.615 / 6.650 eV
Energy above the lowest of the compared OMol25 structures with the same formula, charge and spin ... 239.8 kJ/mol

Geometry as XYZ:
```
28
Properties=species:S:1:pos:R:3:forces:R:3
C 7.348482 -0.564157 0.000000 -0.402 0.052 0.000
C 6.335224 -1.532747 0.000000 0.040 0.699 0.000
C 5.010622 -1.108773 0.000000 -0.329 -0.320 0.000
C 4.663283 0.244407 0.000000 1.347 -0.675 0.000
C 5.656993 1.219301 0.000000 0.440 0.084 0.000
C 7.003392 0.804213 0.000000 0.019 -0.862 0.000
C 3.037539 0.555056 0.000000 -0.260 -1.801 0.000
O 2.908442 1.762533 0.000000 -0.355 -0.073 0.000
O 2.445410 -0.534527 0.000000 0.341 2.228 0.000
O -2.441570 0.525083 0.000000 -0.458 -2.226 0.000
C -3.046811 -0.561826 0.000000 0.364 1.799 0.000
O -2.914637 -1.768174 0.000000 0.352 0.029 0.000
C -4.660846 -0.241999 0.000000 -1.471 0.665 0.000
C -5.010498 1.112130 0.000000 0.291 0.289 0.000
C -6.337964 1.535139 0.000000 0.214 -0.808 0.000
C -7.347463 0.565124 0.000000 0.385 0.114 0.000
C -7.005060 -0.797487 0.000000 0.122 0.568 0.000
C -5.659524 -1.217469 0.000000 -0.302 -0.011 0.000
H 8.390662 -0.899618 0.000000 -0.347 0.369 0.000
H 6.522012 -2.612374 0.000000 0.148 0.542 0.000
H 4.233265 -1.862989 0.000000 0.036 0.221 0.000
H 5.459604 2.290397 0.000000 -0.244 -0.377 0.000
H 7.815723 1.534822 0.000000 -0.435 -0.087 0.000
H -4.230285 1.865046 0.000000 -0.079 -0.229 0.000
H -6.519488 2.611249 0.000000 -0.208 -0.407 0.000
H -8.385264 0.900560 0.000000 0.205 -0.334 0.000
H -7.812149 -1.532583 0.000000 0.382 0.098 0.000
H -5.459089 -2.290327 0.000000 0.203 0.453 0.000
```
Positions in Å, forces in eV/Å.


[2]
C10H21N3O4 | ωB97M-V/def2-TZVPD

Total energy ... -23368.6327 eV
Structure (SMILES) ... C[C@@H](O)[C@H](N)C(=O)N[C@@H](CCCCN)C(=O)O
HOMO-LUMO gap ... 9.881 eV
Energy above the lowest of the compared OMol25 structures with the same formula, charge and spin ... 340.1 kJ/mol

Geometry as XYZ:
```
38
Properties=species:S:1:pos:R:3:forces:R:3
C 4.721754 -0.432007 1.435339 2.812 -0.520 0.071
C 4.028888 0.079866 0.202906 -1.385 -0.985 0.538
O 4.544736 -0.286987 -1.031046 0.974 0.026 0.880
C 2.567750 -0.452125 0.182135 -0.917 -3.341 0.577
N 2.725397 -1.683454 -0.640550 -1.282 -2.841 -0.475
C 1.621819 0.372389 -0.580144 -2.406 0.095 -4.349
O 1.703987 0.440658 -1.860535 0.022 0.742 4.126
N 0.471858 0.798803 0.089226 1.577 -1.549 1.945
C -0.389943 1.733995 -0.569147 -3.230 -1.341 1.180
C -1.706206 0.883057 -1.063920 1.439 2.303 -0.444
C -2.430609 0.135013 0.037309 0.060 1.790 0.959
C -3.833727 -0.158647 -0.314365 -2.890 -3.135 -1.590
C -4.413352 -1.477361 0.431115 1.110 3.606 3.257
N -3.676243 -2.645419 0.149115 -0.120 -1.313 -1.364
C -0.585707 3.132426 0.007541 0.437 -3.381 0.717
O -1.047020 3.993043 -0.641319 -1.016 2.186 -1.008
O -0.160069 3.210751 1.256553 -0.174 1.939 1.445
H 4.455056 -0.040927 2.395438 -1.310 0.218 0.440
H 5.784910 -0.074510 1.472704 -0.544 -0.492 -0.696
H 4.779365 -1.546955 1.491653 -0.246 0.809 -0.166
H 3.798791 1.079023 0.226284 0.707 3.005 0.243
H 4.090662 -1.192466 -1.032231 0.979 0.163 -0.795
H 2.046736 -0.752222 1.154874 1.270 0.611 -0.889
H 2.468603 -1.514113 -1.625106 -0.208 -0.035 0.836
H 2.440548 -2.668220 -0.365857 0.201 2.245 0.086
H 0.185380 0.106592 0.894578 0.493 2.558 -2.062
H 0.066985 1.995224 -1.440861 1.454 0.277 -2.648
H -1.091316 0.312521 -1.765010 -0.891 -0.939 0.006
H -2.418244 1.477904 -1.702370 0.808 -0.187 0.829
H -2.541867 0.764800 0.964352 0.772 -0.445 -0.593
H -1.909799 -0.761788 0.261189 0.401 -0.920 0.430
H -4.546113 0.693449 -0.185979 0.686 -0.660 -0.200
H -3.875481 -0.538466 -1.382990 -0.052 0.971 0.654
H -5.513831 -1.566394 0.522161 0.361 0.224 -0.768
H -4.067234 -1.303203 1.504141 -0.900 0.237 -0.722
H -4.055204 -3.348194 0.783802 0.427 -0.257 -0.496
H -3.893106 -2.913051 -0.814497 0.214 -0.478 0.314
H -0.348148 4.146981 1.553507 0.368 -1.184 -0.268
```
Positions in Å, forces in eV/Å.